1.
{"formula": "C20H28N5O5RhS2", "method": "ωB97M-V with the def2-TZVPD basis set", "e_above_lowest_ev": 0.0000, "gap_ev": 7.42, "homo_energy_ev": -14.005, "charge": 2, "symbols": ["Rh", "C", "N", "C", "C", "O", "C", "O", "C", "C", "O", "N", "C", "C", "H", "H", "H", "H", "H", "H", "H", "H", "H", "H", "H", "H", "H", "H", "H", "H", "C", "C", "C", "C", "N", "N", "C", "H", "H", "H", "H", "H", "H", "H", "H", "O", "S", "O", "N", "C", "S", "C", "C", "C", "C", "C", "C", "H", "H", "H", "H"], "positions_angstrom": [[0.03844, -0.04489, -0.16735], [2.12408, -4.13485, -0.84927], [1.14635, -3.57035, -1.78814], [0.71014, -4.47047, -2.85652], [0.74910, -2.33244, -1.67906], [1.24914, -1.54547, -0.82062], [-0.26050, -1.73933, -2.65803], [-0.57476, -0.38782, -2.27151], [-1.99239, -0.17350, -2.14968], [-2.47366, -0.94418, -0.91573], [-1.57174, -1.32718, -0.10389], [-3.73772, -1.20705, -0.74066], [-4.20069, -1.94564, 0.44181], [-4.75886, -0.76654, -1.69904], [1.69985, -5.03544, -0.40916], [2.34926, -3.41403, -0.07176], [3.03128, -4.39605, -1.39269], [0.38522, -5.40936, -2.41243], [1.54344, -4.66838, -3.52995], [-0.11333, -4.05080, -3.42515], [-1.16844, -2.34233, -2.67302], [0.16108, -1.72666, -3.66475], [-2.50446, -0.47174, -3.06423], [-2.13509, 0.89687, -2.00176], [-3.35100, -2.36461, 0.96786], [-4.86703, -2.74048, 0.11181], [-4.73677, -1.26514, 1.10063], [-4.57443, 0.25501, -2.02515], [-5.72083, -0.78682, -1.19567], [-4.80375, -1.43490, -2.55902], [4.83381, 1.47383, -2.09197], [3.56668, 1.73775, -1.35808], [3.08068, 2.87896, -0.75594], [1.84540, 2.54458, -0.19421], [1.57892, 1.25846, -0.45492], [2.63523, 0.79163, -1.16673], [0.94297, 3.46355, 0.55204], [5.44018, 2.37517, -2.11527], [4.63675, 1.17092, -3.12060], [5.41227, 0.68835, -1.60467], [3.55872, 3.84250, -0.71969], [2.69135, -0.19330, -1.36620], [1.43479, 4.42663, 0.66657], [0.72422, 3.08434, 1.54692], [0.00385, 3.61929, 0.02300], [-1.29152, 1.37450, 0.44676], [-1.40516, 0.88415, 1.88374], [-2.70059, 0.38337, 2.19016], [-0.09517, -0.15116, 1.83411], [0.93383, 0.32389, 2.67198], [2.44807, -0.22193, 2.66701], [0.42287, 1.42903, 3.52404], [1.06279, 2.01118, 4.60912], [0.44146, 3.07270, 5.24974], [-0.80463, 3.54885, 4.83567], [-1.46717, 2.96243, 3.76840], [-0.81433, 1.91829, 3.13697], [2.02360, 1.63574, 4.93418], [0.92812, 3.53873, 6.09586], [-1.26482, 4.37368, 5.36174], [-2.44508, 3.29847, 3.45241]], "atomic_forces_ev_per_a": [[-0.4, -0.2, -0.5], [0.0, 0.0, 0.0], [-0.1, 0.0, 0.0], [0.0, 0.0, 0.0], [0.0, 0.4, -0.3], [0.1, -0.2, 0.5], [0.0, -0.2, 0.0], [-0.1, 0.0, -0.1], [-0.1, 0.0, 0.1], [0.2, 0.0, -0.1], [-0.1, 0.0, -0.1], [0.0, 0.0, 0.0], [0.0, 0.0, 0.0], [0.0, 0.0, 0.0], [0.0, 0.0, 0.0], [0.0, 0.0, 0.0], [0.0, 0.0, 0.0], [0.0, 0.0, 0.0], [0.0, 0.0, 0.0], [0.0, 0.0, 0.0], [0.0, 0.0, 0.0], [0.0, 0.1, 0.0], [0.0, -0.1, 0.0], [0.0, 0.0, 0.0], [0.0, 0.0, 0.0], [0.0, 0.0, 0.0], [0.0, 0.0, 0.0], [0.0, 0.0, 0.0], [0.0, 0.0, 0.0], [0.0, 0.0, 0.0], [0.0, 0.0, 0.0], [0.0, 0.0, 0.0], [0.0, 0.0, 0.0], [-0.1, 0.0, -0.1], [0.1, -0.1, 0.2], [0.0, 0.0, 0.0], [0.0, 0.0, 0.0], [0.0, 0.0, 0.0], [0.0, 0.0, 0.0], [0.0, 0.0, 0.0], [0.0, 0.0, 0.0], [0.0, 0.0, 0.0], [0.0, 0.0, 0.0], [0.0, 0.0, 0.0], [0.0, 0.0, 0.0], [0.0, 0.0, 0.4], [0.2, -0.3, 0.0], [0.1, -0.1, -0.1], [0.2, 0.6, -0.2], [-0.2, 0.1, 0.2], [0.0, -0.1, -0.1], [0.3, 0.0, 0.2], [0.0, 0.0, -0.1], [0.0, 0.0, 0.0], [0.0, 0.0, 0.0], [0.0, 0.0, 0.0], [-0.1, 0.1, -0.1], [0.0, 0.0, 0.0], [0.0, 0.0, 0.0], [0.0, 0.0, 0.0], [0.0, 0.0, 0.0]], "nbo_charge": [1.224, -0.427, -0.328, -0.417, 0.685, -0.662, -0.169, -0.504, -0.175, 0.671, -0.658, -0.336, -0.423, -0.426, 0.233, 0.253, 0.230, 0.240, 0.236, 0.213, 0.224, 0.249, 0.233, 0.263, 0.249, 0.227, 0.239, 0.222, 0.250, 0.225, -0.659, 0.233, -0.321, 0.232, -0.307, -0.333, -0.655, 0.257, 0.242, 0.244, 0.255, 0.432, 0.250, 0.224, 0.244, -0.888, 2.245, -0.854, -0.757, 0.026, 0.106, -0.133, -0.144, -0.147, -0.165, -0.181, -0.295, 0.258, 0.248, 0.249, 0.252]}

2.
{"formula": "C5H8", "method": "ωB97M-V with the def2-TZVPD basis set", "e_above_lowest_ev": 1.1555, "gap_ev": 10.44, "homo_energy_ev": -9.354, "symbols": ["C", "C", "C", "C", "C", "H", "H", "H", "H", "H", "H", "H", "H"], "positions_angstrom": [[-0.11248, -1.93923, -0.61570], [1.01697, -1.08222, -0.01793], [0.54124, 0.30178, 0.08442], [-0.07868, 1.33499, 0.12356], [-0.93661, 2.51896, 0.12806], [-1.07614, -1.59426, -0.23189], [0.00076, -2.99627, -0.36349], [-0.14284, -1.84004, -1.70440], [1.92118, -1.14618, -0.63549], [1.29620, -1.45499, 0.97463], [-1.90445, 2.25689, -0.31228], [-1.11970, 2.88095, 1.14403], [-0.51373, 3.33994, -0.45773]], "atomic_forces_ev_per_a": [[-0.1, -0.1, 0.0], [0.0, 0.0, 0.0], [-0.3, 0.4, 0.0], [0.3, -0.4, -0.1], [-0.1, 0.1, 0.0], [0.1, -0.1, 0.0], [0.1, 0.1, -0.1], [0.0, 0.0, 0.1], [-0.2, 0.0, 0.1], [-0.1, 0.1, -0.1], [0.1, 0.1, 0.1], [0.1, 0.0, -0.1], [0.0, -0.1, 0.1]], "nbo_charge": [-0.590, -0.467, -0.026, -0.010, -0.680, 0.214, 0.207, 0.208, 0.225, 0.224, 0.232, 0.232, 0.232]}

3.
{"formula": "C23H26N6O4", "method": "ωB97M-V with the def2-TZVPD basis set", "e_above_lowest_ev": 0.0000, "gap_ev": 8.41, "homo_energy_ev": -8.180, "symbols": ["C", "C", "O", "C", "C", "C", "C", "C", "C", "H", "H", "N", "C", "O", "C", "H", "H", "C", "C", "N", "N", "C", "C", "C", "C", "N", "N", "N", "C", "H", "C", "H", "H", "C", "C", "H", "H", "C", "H", "H", "O", "C", "H", "C", "H", "O", "H", "H", "H", "H", "H", "H", "H", "H", "H", "H", "H", "H", "H"], "positions_angstrom": [[0.37842, -5.52713, -0.06824], [0.69990, -4.18234, -0.66989], [1.83527, -3.86650, -0.96461], [-0.42438, -3.24281, -0.86161], [-0.28195, -2.22090, -1.80217], [-1.23626, -1.23901, -1.94603], [-2.34770, -1.23299, -1.10413], [-2.52676, -2.28278, -0.19932], [-1.58530, -3.28186, -0.08880], [-1.73474, -4.06261, 0.64027], [-3.39384, -2.28704, 0.44636], [-3.25199, -0.17747, -1.06026], [-3.10842, 1.06724, -1.62448], [-2.39505, 1.31042, -2.56774], [-3.90003, 2.12800, -0.88394], [-4.84244, 1.73169, -0.50508], [-4.09870, 2.96072, -1.55808], [-3.03553, 2.62845, 0.29492], [-2.64231, 1.51527, 1.19482], [-3.37063, 0.96118, 2.13974], [-2.70496, -0.05776, 2.67553], [-1.54585, -0.14950, 2.05247], [-0.45588, -1.04079, 2.14166], [0.55144, -0.89911, 1.24668], [0.51263, 0.15303, 0.26325], [-0.47831, 1.02287, 0.22280], [-1.46686, 0.83926, 1.09247], [1.45287, 0.26097, -0.70100], [2.67455, -0.50855, -0.72380], [3.01880, -0.51362, -1.76129], [3.72344, 0.16022, 0.17404], [3.62335, -0.17009, 1.20812], [4.73448, -0.05730, -0.16635], [3.52538, 1.68321, 0.15685], [2.96025, 2.12854, -1.20826], [3.67554, 1.81746, -1.97008], [2.88951, 3.21557, -1.23919], [1.57432, 1.50320, -1.43746], [1.41955, 1.30723, -2.50328], [0.78297, 2.16558, -1.08993], [4.75680, 2.32231, 0.42721], [4.48629, 3.51215, 1.13774], [4.60910, 4.38540, 0.48655], [3.02574, 3.35692, 1.61428], [2.92137, 3.41639, 2.69876], [2.66615, 2.05506, 1.21609], [2.36998, 4.10202, 1.14633], [5.19537, 3.57752, 1.96593], [2.49944, -1.54575, -0.44072], [1.39595, -1.56440, 1.27855], [-0.46045, -1.80309, 2.90305], [-2.12654, 3.08628, -0.09898], [-3.60307, 3.36595, 0.86306], [-3.93863, -0.25496, -0.31937], [-1.10982, -0.44778, -2.66482], [0.60489, -2.20932, -2.41731], [0.17368, -5.40781, 0.99440], [1.23282, -6.18918, -0.18370], [-0.49739, -5.96105, -0.54347]], "atomic_forces_ev_per_a": [[0.3, -0.1, -0.1], [-0.1, -0.2, 0.1], [0.0, -0.1, 0.0], [-0.1, 0.4, -0.2], [-0.1, -0.3, 0.2], [-0.1, 0.1, -0.1], [0.3, -0.3, -0.1], [-0.1, 0.0, -0.1], [0.2, 0.0, -0.2], [0.0, -0.1, 0.1], [-0.1, 0.0, 0.1], [-0.4, -0.3, 0.1], [-0.5, 0.2, 0.0], [0.2, 0.1, -0.2], [0.3, 0.2, -0.1], [0.0, 0.0, 0.0], [0.0, -0.1, 0.0], [-0.1, -0.1, 0.0], [0.3, 0.2, 0.0], [-0.5, 0.8, -0.3], [0.5, -1.0, 0.6], [-0.2, 0.6, -0.4], [0.4, 0.1, -0.3], [-0.1, -0.2, 0.4], [-0.9, 0.3, 0.2], [0.6, 0.2, -0.7], [-0.4, -0.7, 1.2], [0.1, 0.0, -0.2], [0.3, -0.2, 0.3], [0.0, -0.1, 0.0], [-0.1, 0.4, 0.0], [0.1, 0.0, 0.0], [0.0, 0.0, 0.0], [0.1, -0.3, -0.4], [0.0, -0.1, 0.5], [0.0, 0.0, 0.0], [0.0, 0.1, -0.1], [-0.1, 0.4, -0.2], [-0.1, 0.1, 0.0], [0.2, 0.0, -0.2], [0.0, -0.3, -0.1], [-0.1, 0.3, 0.1], [0.0, -0.1, 0.1], [0.1, 0.4, 0.0], [0.0, 0.1, -0.1], [-0.1, -0.3, -0.1], [0.1, 0.0, 0.1], [-0.1, 0.1, -0.1], [0.0, 0.0, -0.2], [0.1, -0.1, 0.0], [0.0, -0.1, 0.0], [-0.1, 0.1, 0.0], [0.1, 0.0, 0.0], [0.2, 0.1, -0.1], [0.0, 0.0, 0.0], [0.1, 0.0, 0.0], [-0.1, 0.0, 0.1], [0.0, 0.0, 0.0], [-0.1, 0.0, 0.0]], "nbo_charge": [-0.721, 0.593, -0.566, -0.212, -0.151, -0.204, 0.174, -0.262, -0.157, 0.217, 0.223, -0.619, 0.696, -0.591, -0.481, 0.218, 0.237, -0.435, 0.281, -0.282, -0.306, 0.282, -0.158, -0.264, 0.426, -0.345, -0.157, -0.412, -0.229, 0.205, -0.442, 0.222, 0.232, 0.545, -0.469, 0.215, 0.220, -0.226, 0.202, 0.249, -0.526, -0.100, 0.173, -0.097, 0.196, -0.538, 0.169, 0.190, 0.242, 0.230, 0.236, 0.240, 0.242, 0.409, 0.253, 0.230, 0.232, 0.240, 0.230]}

4.
{"formula": "C21H26F4N2O2", "method": "ωB97M-V with the def2-TZVPD basis set", "e_above_lowest_ev": 0.0000, "gap_ev": 9.98, "homo_energy_ev": -9.405, "symbols": ["O", "C", "N", "H", "C", "C", "C", "C", "C", "C", "C", "F", "H", "H", "C", "F", "F", "F", "H", "H", "H", "C", "C", "N", "C", "O", "C", "C", "H", "H", "H", "H", "C", "C", "C", "C", "H", "C", "H", "H", "C", "C", "H", "H", "H", "H", "H", "H", "H", "H", "H", "H", "H", "H", "H"], "positions_angstrom": [[-1.63349, 2.36862, 1.98329], [-1.33642, 1.49858, 1.19260], [-0.18788, 1.53160, 0.48000], [0.09183, 0.73459, -0.06819], [0.74058, 2.63418, 0.63865], [1.24022, 2.73414, 2.05757], [1.74413, 1.62212, 2.71459], [2.13373, 1.70342, 4.04482], [2.04019, 2.89867, 4.74300], [1.56220, 4.02203, 4.09474], [1.17047, 3.92606, 2.77157], [0.72551, 5.03276, 2.15686], [1.47911, 4.96836, 4.60427], [2.33772, 2.94926, 5.77829], [2.65460, 0.45749, 4.70359], [2.89793, 0.60833, 6.01097], [1.79039, -0.56807, 4.59145], [3.80563, 0.03464, 4.14872], [1.83609, 0.68298, 2.18821], [0.22914, 3.56666, 0.37933], [1.57502, 2.48026, -0.04860], [-2.26218, 0.30958, 0.93639], [-2.11906, -0.36954, -0.42160], [-0.89052, -1.12925, -0.55746], [-0.21542, -1.68241, 0.48566], [0.79136, -2.34436, 0.30944], [-0.69470, -1.38746, 1.89461], [-2.07397, -0.75849, 2.01657], [-2.19358, -0.31643, 3.00647], [-2.84655, -1.52055, 1.89081], [0.05497, -0.73459, 2.34898], [-0.64669, -2.32823, 2.44642], [-0.45179, -1.46627, -1.91505], [0.18300, -0.23213, -2.57589], [0.33089, -0.31150, -4.09680], [0.81069, -1.66496, -4.62375], [1.36033, -1.50004, -5.55326], [-0.34331, -2.61908, -4.92718], [0.03824, -3.46040, -5.51042], [-1.07439, -2.09744, -5.55045], [-1.04254, -3.18071, -3.69275], [-1.57513, -2.12444, -2.72336], [-2.16235, -1.37874, -3.26092], [-2.24041, -2.63443, -2.02287], [-0.35367, -3.83345, -3.15203], [-1.87977, -3.79722, -4.02930], [1.50012, -2.12233, -3.91344], [1.03960, 0.46475, -4.39425], [-0.62108, -0.06936, -4.57330], [-0.40909, 0.65934, -2.35021], [1.17215, -0.09396, -2.13075], [0.33194, -2.21585, -1.76319], [-2.98273, -1.03514, -0.55600], [-2.15408, 0.37509, -1.22248], [-3.27698, 0.71330, 1.01562]], "atomic_forces_ev_per_a": [[-0.1, 0.3, 0.2], [-0.3, -0.4, -0.4], [0.4, 0.1, -0.2], [-0.1, 0.0, 0.0], [-0.2, 0.2, 0.1], [0.1, 0.2, 0.1], [0.0, 0.3, 0.2], [0.0, -0.1, 0.1], [0.0, -0.2, -0.2], [-0.1, 0.1, -0.2], [0.3, -0.3, 0.1], [-0.1, 0.0, 0.0], [0.0, 0.1, 0.0], [0.0, 0.0, 0.1], [0.1, -0.1, 0.0], [0.0, 0.2, 0.2], [-0.2, -0.1, -0.1], [0.1, 0.0, -0.2], [0.0, -0.1, -0.1], [0.2, -0.1, 0.0], [-0.1, 0.0, 0.0], [-0.1, -0.1, 0.1], [-0.4, 0.1, 0.1], [0.0, 0.0, -0.2], [0.1, 0.0, 0.3], [0.3, -0.2, 0.1], [-0.1, -0.1, 0.1], [0.0, 0.1, 0.0], [-0.1, 0.0, 0.0], [0.0, 0.0, 0.0], [0.0, -0.1, 0.0], [0.1, 0.0, -0.1], [0.2, 0.0, -0.2], [-0.1, -0.1, -0.1], [0.2, 0.0, 0.2], [-0.2, 0.1, -0.3], [0.1, 0.0, 0.1], [0.2, -0.2, 0.2], [-0.1, 0.0, -0.1], [0.0, 0.0, -0.1], [-0.2, 0.2, -0.2], [0.2, -0.2, 0.1], [-0.2, 0.0, 0.0], [-0.1, 0.1, 0.0], [0.0, -0.1, 0.0], [0.0, -0.1, 0.0], [0.2, -0.1, 0.0], [-0.1, 0.0, 0.0], [0.0, 0.1, -0.1], [0.0, 0.0, 0.1], [0.0, 0.1, 0.1], [-0.2, 0.2, -0.1], [0.0, 0.1, 0.0], [0.0, -0.1, 0.0], [0.2, 0.0, -0.1]], "nbo_charge": [-0.620, 0.680, -0.637, 0.420, -0.258, -0.010, -0.194, -0.160, -0.162, -0.274, 0.412, -0.318, 0.234, 0.234, 0.976, -0.322, -0.328, -0.325, 0.228, 0.229, 0.220, -0.309, -0.215, -0.463, 0.684, -0.633, -0.503, -0.393, 0.233, 0.206, 0.237, 0.248, -0.052, -0.405, -0.401, -0.408, 0.211, -0.390, 0.209, 0.191, -0.389, -0.423, 0.199, 0.214, 0.200, 0.208, 0.200, 0.213, 0.194, 0.198, 0.205, 0.250, 0.200, 0.210, 0.245]}